# 1
Formula: C43H56As2N6ORe
Source: OMol25
Level of theory: the ωB97M-V functional and the def2-TZVPD basis

Each line ends with the Löwdin spin population.
Geometry (Å):
1 Re 0.32 11.54 20.06  2.463
2 C 4.33 7.82 16.04  0.000
3 C 4.44 7.40 17.51  0.001
4 As 3.25 7.97 18.96  0.003
5 C 4.25 7.12 20.37  0.000
6 C 4.79 7.86 21.40  0.000
7 C 5.43 7.37 22.48  0.000
8 C 5.58 5.99 22.54  0.000
9 C 4.97 5.18 21.58  0.000
10 C 4.24 5.75 20.51  0.000
11 C 1.93 6.55 18.71  0.000
12 C 1.00 6.30 19.81  0.000
13 C -0.02 5.42 19.71  0.000
14 C -0.14 4.69 18.52  0.000
15 C 0.62 4.99 17.43  0.000
16 C 1.70 5.91 17.56  0.000
17 As 2.90 9.08 15.71  0.000
18 C 3.88 10.71 15.99  0.000
19 C 3.28 11.91 15.49  0.000
20 C 3.92 13.14 15.69  0.000
21 C 5.09 13.21 16.48  0.000
22 C 5.66 12.03 16.99  0.000
23 C 4.97 10.80 16.82  0.000
24 C 2.56 9.18 13.79  0.000
25 C 3.45 9.76 12.89  0.000
26 C 3.12 9.80 11.52  0.000
27 C 1.89 9.26 11.17  0.000
28 C 1.03 8.56 12.05  0.000
29 C 1.41 8.55 13.36  0.000
30 H 4.13 6.99 15.40  0.000
31 H 5.22 8.36 15.74  0.000
32 H 5.35 7.80 17.85  0.000
33 H 4.47 6.31 17.56  0.000
34 H 4.72 8.96 21.29  0.000
35 H 5.94 8.06 23.16  0.000
36 H 6.17 5.56 23.37  0.000
37 H 5.15 4.08 21.68  0.000
38 H 3.80 5.06 19.67  0.000
39 H 1.13 6.87 20.73  0.000
40 H -0.73 5.24 20.46  0.000
41 H -0.93 4.01 18.48  0.000
42 H 0.33 4.57 16.49  0.000
43 H 2.23 6.07 16.61  0.000
44 H 2.48 11.81 14.80  0.000
45 H 3.53 14.09 15.42  0.000
46 H 5.54 14.19 16.69  0.000
47 H 6.57 12.04 17.58  0.000
48 H 5.38 9.88 17.28  0.000
49 H 4.36 10.26 13.23  0.000
50 H 3.77 10.33 10.80  0.000
51 H 1.59 9.32 10.11  0.000
52 H 0.28 7.96 11.65  0.000
53 H 0.74 8.02 14.01  0.000
54 O 2.63 11.57 19.35  0.095
55 C 3.20 12.48 20.23  0.008
56 C 2.33 13.62 20.29  0.012
57 C 2.86 14.94 20.37  0.002
58 C 2.01 15.99 20.69  0.006
59 C 0.66 15.81 20.78  0.002
60 C 0.18 14.54 20.64  0.032
61 N 1.03 13.46 20.49  0.032
62 H 3.11 10.73 19.26  0.003
63 H 4.23 12.81 20.03  0.002
64 H 3.30 12.12 21.23  0.002
65 H 3.89 15.09 20.35  0.000
66 H 2.50 16.91 20.94  0.000
67 H -0.07 16.63 21.01  0.000
68 H -0.89 14.25 20.65  0.015
69 N -0.90 8.03 18.16  0.004
70 C -1.97 8.10 19.05  0.003
71 C -1.85 9.31 19.59  0.018
72 N -0.76 9.94 19.13  0.041
73 C -0.21 9.15 18.21  0.017
74 H -0.67 7.24 17.58  0.000
75 H -2.70 7.24 19.14  0.000
76 H -2.48 9.75 20.38  0.004
77 H 0.67 9.27 17.58  0.002
78 C 1.42 10.89 23.81  -0.005
79 C 0.34 10.34 22.87  0.038
80 C 0.16 8.80 22.97  -0.005
81 C -1.02 11.01 23.12  0.034
82 N 0.74 10.67 21.51  0.094
83 H 1.27 10.46 24.83  -0.001
84 H 1.29 11.94 23.89  0.000
85 H 2.43 10.59 23.42  0.001
86 H -0.15 8.43 23.94  -0.001
87 H 1.06 8.25 22.75  0.001
88 H -0.65 8.52 22.29  0.000
89 H -1.45 10.81 24.09  0.004
90 H -1.62 10.70 22.31  0.010
91 H -0.92 12.06 23.00  0.006
92 C -2.40 13.67 15.53  0.000
93 C -1.11 12.91 15.88  0.001
94 C 0.04 13.71 15.25  0.000
95 C -1.25 11.46 15.38  0.000
96 N -0.99 12.95 17.36  0.013
97 N 0.28 12.47 17.90  0.024
98 H -2.64 13.72 14.47  0.000
99 H -2.30 14.71 15.85  0.000
100 H -3.26 13.32 16.07  0.000
101 H 0.00 13.62 14.15  0.000
102 H 1.04 13.37 15.51  0.000
103 H -0.08 14.73 15.54  0.000
104 H -1.63 11.28 14.36  0.000
105 H -2.01 10.93 15.94  0.000
106 H -0.28 10.97 15.59  0.000
107 H -1.68 12.38 17.89  0.010
108 H 0.87 13.29 17.99  0.002
109 H 0.79 11.81 17.28  0.004

Largest force on an atom = 4.0 eV/Å
Total charge = +2
Molar mass = 1009.01 g/mol
E_HOMO (alpha / beta) = -12.52 / -12.53 eV
Energy relative to the best compared isomer or geometry (same formula, charge and spin) = 23.4 kcal per mole
Multiplicity = 4
Energy = -180277.9031 eV
LUMO level (alpha / beta) = -0.21038 / -0.23277 Eh

# 2
Formula: C43H56As2N6ORe
Source: OMol25
Level of theory: the ωB97M-V functional and the def2-TZVPD basis

Each line ends with the Löwdin spin population.
Geometry (Å):
1 Re -12.97 -14.46 10.89  2.355
2 C -7.53 -14.31 9.37  0.000
3 C -8.28 -15.60 9.06  0.023
4 As -10.33 -15.57 9.11  0.050
5 C -10.39 -17.56 8.89  0.006
6 C -10.77 -18.29 10.01  0.002
7 C -10.82 -19.68 10.07  0.000
8 C -10.43 -20.38 8.94  0.000
9 C -10.13 -19.67 7.79  0.001
10 C -10.10 -18.25 7.74  0.001
11 C -10.71 -15.10 7.25  0.001
12 C -11.80 -15.58 6.63  0.001
13 C -12.14 -15.18 5.34  0.000
14 C -11.51 -14.16 4.68  0.002
15 C -10.33 -13.68 5.29  0.000
16 C -9.95 -14.07 6.57  0.001
17 As -8.60 -12.93 10.29  0.002
18 C -8.72 -13.72 12.00  0.001
19 C -9.05 -12.86 13.06  0.000
20 C -9.11 -13.32 14.37  0.000
21 C -8.65 -14.57 14.66  0.000
22 C -8.21 -15.40 13.69  0.001
23 C -8.34 -15.00 12.39  0.001
24 C -7.19 -11.62 10.62  0.000
25 C -6.17 -11.84 11.59  0.000
26 C -5.03 -11.06 11.64  0.000
27 C -4.92 -10.15 10.59  0.000
28 C -5.89 -9.84 9.64  0.000
29 C -7.05 -10.58 9.65  0.000
30 H -7.23 -13.87 8.37  0.000
31 H -6.63 -14.61 10.02  0.000
32 H -8.02 -16.40 9.77  0.000
33 H -8.15 -16.06 8.09  0.002
34 H -11.22 -17.79 10.84  0.002
35 H -11.17 -20.10 10.96  0.000
36 H -10.38 -21.44 8.93  0.000
37 H -9.90 -20.20 6.88  0.000
38 H -9.92 -17.71 6.74  0.000
39 H -12.40 -16.39 7.09  0.000
40 H -13.03 -15.61 4.88  0.000
41 H -11.75 -13.79 3.71  0.000
42 H -9.80 -12.89 4.79  0.000
43 H -9.06 -13.53 6.94  0.000
44 H -9.30 -11.82 12.83  0.000
45 H -9.29 -12.58 15.14  0.000
46 H -8.39 -14.87 15.67  0.000
47 H -7.74 -16.32 13.86  0.000
48 H -7.86 -15.68 11.66  0.000
49 H -6.20 -12.65 12.31  0.000
50 H -4.23 -11.21 12.30  0.000
51 H -4.02 -9.47 10.62  0.000
52 H -5.73 -9.05 8.93  0.000
53 H -7.83 -10.41 8.87  0.000
54 O -11.24 -15.65 12.17  0.078
55 C -11.98 -16.38 13.16  0.006
56 C -12.97 -15.41 13.84  0.010
57 C -13.30 -15.44 15.16  0.001
58 C -14.00 -14.37 15.69  0.006
59 C -14.53 -13.39 14.83  0.001
60 C -14.31 -13.51 13.47  0.024
61 N -13.48 -14.43 13.04  0.032
62 H -10.64 -16.21 11.61  0.003
63 H -11.36 -16.94 13.86  0.001
64 H -12.61 -17.06 12.63  0.002
65 H -12.93 -16.23 15.79  0.000
66 H -14.05 -14.31 16.79  0.000
67 H -15.08 -12.56 15.30  0.000
68 H -14.60 -12.75 12.76  0.010
69 N -12.62 -12.06 7.39  0.014
70 C -13.87 -12.65 7.08  -0.001
71 C -14.23 -13.37 8.18  0.017
72 N -13.12 -13.34 9.09  0.041
73 C -12.15 -12.58 8.59  0.031
74 H -12.04 -11.60 6.70  0.000
75 H -14.43 -12.55 6.19  0.000
76 H -15.19 -13.81 8.43  0.002
77 H -11.22 -12.41 9.10  0.001
78 C -15.24 -17.64 11.42  -0.007
79 C -14.89 -16.83 10.13  0.028
80 C -14.44 -17.72 8.94  0.002
81 C -16.03 -15.96 9.70  0.020
82 N -13.73 -15.99 10.41  0.148
83 H -16.03 -18.30 11.18  -0.001
84 H -15.53 -16.84 12.09  0.000
85 H -14.44 -18.25 11.81  0.000
86 H -15.27 -18.38 8.72  -0.001
87 H -13.54 -18.30 9.09  0.001
88 H -14.29 -17.13 8.03  0.000
89 H -16.89 -16.53 9.81  0.003
90 H -15.98 -15.74 8.61  0.000
91 H -16.07 -15.03 10.25  0.006
92 C -13.25 -9.06 11.58  0.000
93 C -12.15 -10.09 11.67  0.001
94 C -11.57 -9.94 13.10  0.000
95 C -11.02 -9.80 10.62  0.001
96 N -12.82 -11.42 11.55  0.017
97 N -11.95 -12.59 11.56  0.036
98 H -12.89 -8.04 11.76  0.000
99 H -13.98 -9.32 12.32  0.000
100 H -13.77 -9.15 10.65  0.000
101 H -10.82 -9.14 13.07  0.000
102 H -11.09 -10.86 13.44  0.000
103 H -12.28 -9.67 13.84  0.000
104 H -10.43 -8.87 10.90  0.000
105 H -11.40 -9.72 9.64  0.000
106 H -10.30 -10.69 10.56  0.000
107 H -13.40 -11.42 10.74  0.004
108 H -11.64 -12.75 12.52  0.003
109 H -11.07 -12.47 10.98  0.006

Largest force on an atom = 3.8 eV/Å
Total charge = +2
Molar mass = 1009.01 g/mol
E_HOMO (alpha / beta) = -12.36 / -12.90 eV
Energy relative to the best compared isomer or geometry (same formula, charge and spin) = 22.4 kcal per mole
Multiplicity = 4
Energy = -180277.9488 eV
LUMO level (alpha / beta) = -0.18830 / -0.21165 Eh

Look up the total charge of the second one. +2

Which value of energy relative to the best compared isomer or geometry (same formula, charge and spin) does entry 2 give? 22.4 kcal per mole